Here is a single C9H10O4 molecule in a non-equilibrium geometry from the Open Molecules 2025 dataset. Energies are from ωB97M-V/def2-TZVPD.

Structure (XYZ):
```
23
Properties=species:S:1:pos:R:3:forces:R:3
O 3.73786 -0.78556 -1.17101 5.032 -1.487 -3.536
O 2.00016 -1.52995 -0.07738 1.946 1.587 -1.212
O 1.66586 0.67833 1.26856 -4.029 -1.266 -0.688
O -2.93378 -0.94568 -0.25521 1.046 3.856 0.857
C -2.55825 -2.19898 0.12070 -4.798 -2.475 2.371
C -0.74084 -0.22177 0.73490 -0.379 -3.907 -0.065
C 0.10208 1.74785 -0.08932 0.242 5.764 0.952
C -1.95873 0.07801 0.01787 0.027 -0.563 -1.526
C 2.81060 -0.61863 -0.39859 -7.311 -1.271 5.766
C -1.11711 2.19902 -0.73621 0.988 2.004 3.342
C -2.16257 1.32276 -0.69353 -0.278 -1.542 0.338
C 0.36820 0.57243 0.59300 0.511 3.397 -0.413
C 2.76795 0.60740 0.42647 1.167 3.298 1.257
H -3.06763 1.66334 -1.20490 -0.145 -0.885 0.537
H -0.54652 -1.29304 1.17676 -0.824 2.315 -0.726
H 2.95074 1.72421 -0.20809 -0.152 -3.418 1.871
H -1.43383 3.41399 -0.63562 1.449 -3.454 -1.239
H -1.79145 -2.49084 -0.46614 3.698 -1.071 -0.746
H -3.35205 -2.88050 -0.36595 0.580 0.906 1.149
H -2.62946 -2.40156 1.30003 0.809 0.354 -2.643
H 3.79764 -1.76126 -1.09889 0.440 -0.082 -1.208
H 3.40673 0.37631 1.38264 0.748 0.832 -2.616
H 0.68442 2.74413 0.37992 -0.766 -2.889 -1.822
```
Forces are in eV/Å.

Values from the calculation:
SMILES string   COc1cccc(OCC(=O)O)c1
Energy above the lowest of the compared OMol25 structures with the same formula, charge and spin   6.486 eV
Frontier orbital gap   8.89 eV
Highest occupied orbital energy   -8.39 eV
Max |F|   0.18276 hartree/bohr
E_tot   -17679.227 eV